A structure of composition C12H13IrNP. Source: OMol25; level of theory: ωB97M-V/def2-TZVPD.

As for the net charge: +1. Its max |F| is 4.71 eV Å⁻¹. The spin multiplicity is 6. The LUMO energy (alpha / beta) is -3.13 / -7.44 eV.

Atoms and positions in Å:
C: -0.81 -1.78 0.42
C: -0.37 -1.92 -0.96
C: -1.11 -0.95 -1.75
C: -2.03 -0.27 -0.85
C: -1.80 -0.78 0.48
Ir: 0.04 0.06 -0.44
P: 2.34 -0.02 -0.59
H: -0.42 -2.27 1.31
H: 0.36 -2.61 -1.34
H: -1.14 -0.86 -2.84
H: -2.30 -0.44 1.39
H: -2.82 0.40 -1.20
H: 2.71 1.15 -1.33
H: 2.92 -1.08 -1.36
H: 3.23 0.07 0.54
N: 0.44 1.31 0.83
C: 0.43 2.17 1.61
C: 0.58 3.38 2.33
C: 0.79 4.61 1.66
C: 1.03 5.76 2.42
C: 1.09 5.70 3.81
C: 0.74 4.51 4.47
C: 0.49 3.35 3.74
H: 0.71 4.65 0.57
H: 1.14 6.72 1.91
H: 1.34 6.59 4.39
H: 0.64 4.50 5.56
H: 0.19 2.42 4.23